1.
Here is C34H28HgN4S6 as an isolated structure from the OMol25 dataset. Energies are from ωB97M-V with the def2-TZVPD basis set.

Properties
Kohn-Sham gap (spin up / spin down) = 4.4 / 6.1 eV
total charge = -1
LUMO level (spin up / spin down) = 1.954 / 1.961 eV
max |F| = 1.178 eV/Å
ΔE to the lowest compared entry with this formula, charge and spin = 0.0 kcal/mol
2S+1 = 2

Each line ends with the Löwdin charge.
Positions of all 73 atoms, in Å:
Hg 1.197 0.689 1.537  0.800
C -0.315 2.738 4.997  -0.066
C -0.706 2.976 3.564  -0.286
C -1.957 2.577 3.096  -0.035
C -2.361 2.837 1.794  -0.285
C -3.706 2.387 1.288  -0.055
C -1.496 3.529 0.952  -0.028
C -0.244 3.942 1.388  -0.290
C 0.667 4.720 0.476  -0.055
C 0.145 3.648 2.693  -0.063
H -0.553 1.721 5.305  0.065
H -0.852 3.433 5.649  0.078
H 0.754 2.887 5.137  0.073
H -2.625 2.041 3.765  0.116
H -4.180 1.703 1.990  0.070
H -3.602 1.876 0.329  0.074
H -4.368 3.245 1.137  0.076
H -1.801 3.740 -0.069  0.120
H 0.567 4.382 -0.557  0.071
H 1.708 4.609 0.780  0.054
H 0.407 5.781 0.509  0.078
H 1.121 3.968 3.036  0.101
S 7.466 -0.255 4.968  0.444
C 5.997 0.099 4.314  -1.541
S 4.516 -0.656 4.790  0.859
C 3.430 0.209 3.714  -1.185
C 4.020 1.115 2.900  -1.186
S 3.277 2.124 1.700  0.458
S 5.761 1.262 3.059  0.858
S 1.747 -0.215 3.808  0.427
C -2.938 -1.276 0.795  -0.119
C -1.902 -0.570 1.365  -0.201
N -0.895 -0.030 0.633  -0.014
C -0.904 -0.193 -0.712  -0.192
C -1.918 -0.926 -1.381  -0.153
C -2.965 -1.467 -0.587  -0.068
C -1.855 -1.103 -2.786  -0.041
C -0.844 -0.557 -3.537  -0.050
C 0.168 0.194 -2.916  -0.169
C 1.244 0.771 -3.621  -0.026
C 2.207 1.474 -2.944  -0.072
C 2.108 1.597 -1.549  -0.172
N 1.117 1.074 -0.864  0.020
C 0.148 0.381 -1.502  -0.185
H -3.723 -1.666 1.431  0.090
H -1.856 -0.406 2.435  0.097
H -3.767 -2.013 -1.069  0.087
H -2.625 -1.694 -3.269  0.070
H -0.814 -0.705 -4.611  0.092
H 1.295 0.641 -4.696  0.110
H 3.049 1.916 -3.460  0.094
H 2.860 2.123 -0.972  0.053
S 0.609 -5.304 -2.174  0.968
C 1.058 -3.955 -1.095  -0.513
C 0.426 -3.799 0.131  -0.063
C 0.743 -2.691 0.897  -0.137
N 1.619 -1.767 0.514  0.038
C 2.239 -1.941 -0.649  -0.126
C 2.002 -3.017 -1.486  -0.069
C -0.582 -4.406 -3.162  -0.504
C -1.927 -4.420 -2.820  -0.070
C -2.813 -3.708 -3.613  -0.176
N -2.448 -3.010 -4.685  0.042
C -1.154 -2.994 -4.991  -0.179
C -0.184 -3.673 -4.271  -0.072
H -0.321 -4.509 0.459  0.106
H 0.249 -2.511 1.846  0.100
H 2.938 -1.161 -0.937  0.114
H 2.509 -3.105 -2.437  0.104
H -2.267 -4.969 -1.953  0.107
H -3.872 -3.695 -3.378  0.116
H -0.882 -2.409 -5.864  0.110
H 0.857 -3.633 -4.563  0.107

Force components x, y, z for each atom (eV/Å):
-0.484 -0.111 0.086
0.006 0.020 -0.092
-0.040 0.132 -0.034
0.048 -0.040 -0.011
-0.054 -0.009 0.011
0.068 0.064 -0.026
0.060 -0.001 0.005
-0.026 -0.033 -0.034
-0.039 -0.069 0.035
-0.148 0.118 0.048
0.006 -0.026 0.035
0.023 -0.039 0.031
0.015 -0.029 0.015
-0.004 -0.012 -0.019
-0.023 -0.012 -0.015
-0.018 -0.052 0.019
-0.014 -0.021 0.013
0.014 -0.041 -0.008
0.009 0.004 -0.003
0.003 0.012 -0.006
0.070 0.021 -0.035
0.048 -0.091 0.009
0.246 -0.074 0.132
-0.359 0.078 -0.170
0.160 0.196 -0.172
0.200 0.074 -0.008
0.130 -0.095 0.159
0.114 0.277 -0.195
-0.113 -0.215 0.228
-0.299 -0.176 0.217
0.328 0.261 0.704
-0.413 -0.293 -0.099
0.548 0.425 0.407
0.145 0.035 -0.584
-0.213 -0.022 0.774
0.165 -0.021 -0.842
0.195 0.649 -0.145
-0.565 -0.131 0.209
0.537 0.299 0.009
-0.259 -0.152 0.229
0.221 0.087 -0.207
-0.336 -0.103 0.138
0.463 0.311 -0.207
-0.736 -0.454 0.020
0.011 -0.005 -0.001
0.022 0.008 -0.012
-0.003 -0.002 0.017
0.231 1.030 0.522
0.005 0.241 0.151
0.013 0.020 -0.017
-0.020 0.017 0.002
0.070 -0.014 0.013
-0.019 0.029 -0.074
-0.007 0.122 0.077
-0.024 -0.111 -0.168
-0.009 0.168 0.161
0.186 -0.258 -0.196
0.021 0.181 0.038
-0.101 -0.121 -0.067
0.112 0.073 -0.036
-0.120 0.012 -0.088
0.033 -0.741 -0.168
0.121 -0.677 -0.723
-0.272 -0.391 -0.269
-0.029 -0.220 0.097
0.004 0.016 0.043
0.030 -0.015 0.014
0.015 -0.033 0.008
0.038 0.008 0.014
-0.029 0.015 0.001
0.008 0.001 0.059
0.027 -0.109 -0.014
0.005 0.017 -0.006



2.
Here is C34H29As3OsS4 as an isolated structure from the OMol25 dataset. Energies are from ωB97M-V with the def2-TZVPD basis set.

Properties
Kohn-Sham gap = 6.7 eV
LUMO level = -0.551 eV
max |F| = 0.780 eV/Å
ΔE to the lowest compared entry with this formula, charge and spin = 0.0 kcal/mol

Each line ends with the Löwdin charge.
Positions of all 71 atoms, in Å:
Os -1.022 1.551 0.227  0.230
C 0.504 -1.018 2.265  -0.402
C 1.643 -0.647 1.328  -0.383
As 1.272 1.111 0.509  1.127
C 2.270 2.313 1.656  -0.391
C 3.134 3.260 1.121  -0.108
C 3.770 4.170 1.955  -0.078
C 3.549 4.134 3.324  -0.083
C 2.695 3.182 3.864  -0.083
C 2.056 2.276 3.031  -0.147
C 2.330 1.100 -1.103  -0.371
C 3.519 0.381 -1.158  -0.102
C 4.281 0.386 -2.318  -0.081
C 3.858 1.116 -3.420  -0.079
C 2.678 1.844 -3.361  -0.067
C 1.911 1.836 -2.205  -0.112
As -1.199 -0.557 1.402  1.132
C -2.445 -0.743 2.876  -0.350
C -3.452 -1.700 2.877  -0.090
C -4.326 -1.787 3.953  -0.078
C -4.195 -0.926 5.031  -0.083
C -3.187 0.028 5.037  -0.078
C -2.317 0.120 3.962  -0.137
C -1.603 -2.106 0.312  -0.377
C -2.666 -2.015 -0.582  -0.130
C -3.003 -3.098 -1.378  -0.070
C -2.272 -4.276 -1.296  -0.087
C -1.205 -4.369 -0.416  -0.089
C -0.873 -3.286 0.390  -0.101
H 0.527 -0.425 3.182  0.052
H 0.521 -2.065 2.562  0.068
H 1.722 -1.357 0.501  0.072
H 2.604 -0.599 1.841  0.077
H 3.304 3.299 0.052  0.103
H 4.435 4.911 1.532  0.107
H 4.042 4.847 3.972  0.105
H 2.518 3.152 4.932  0.107
H 1.372 1.552 3.461  0.086
H 3.861 -0.187 -0.301  0.099
H 5.201 -0.182 -2.361  0.103
H 4.447 1.114 -4.327  0.104
H 2.343 2.407 -4.222  0.108
H 0.972 2.376 -2.170  0.077
H -3.559 -2.382 2.042  0.096
H -5.111 -2.533 3.946  0.105
H -4.880 -0.995 5.867  0.104
H -3.080 0.704 5.875  0.106
H -1.538 0.874 3.974  0.056
H -3.217 -1.088 -0.675  0.105
H -3.825 -3.016 -2.077  0.110
H -2.528 -5.117 -1.928  0.106
H -0.629 -5.283 -0.352  0.104
H -0.039 -3.379 1.073  0.088
S -3.579 5.921 1.072  0.030
As -2.058 4.599 0.813  -0.258
S -1.287 2.967 2.126  0.026
S -1.824 3.377 -0.989  0.082
S -0.116 4.730 1.810  0.150
C -0.947 0.498 -1.512  -0.360
C -0.831 -0.133 -2.545  -0.135
C -0.638 -0.949 -3.702  -0.253
C -0.871 -0.457 -4.990  -0.041
C -0.677 -1.266 -6.098  -0.093
C -0.247 -2.577 -5.943  -0.102
C -0.012 -3.077 -4.668  -0.089
C -0.205 -2.272 -3.557  -0.042
H -1.209 0.564 -5.106  0.112
H -0.863 -0.871 -7.089  0.099
H -0.096 -3.206 -6.811  0.096
H 0.323 -4.098 -4.540  0.099
H -0.030 -2.656 -2.559  0.101

Force components x, y, z for each atom (eV/Å):
0.235 -0.321 -0.049
0.014 -0.003 -0.003
-0.009 0.018 -0.001
0.007 0.058 -0.074
-0.025 -0.037 -0.007
0.005 0.028 0.011
0.009 -0.013 0.014
0.014 0.001 -0.016
-0.013 0.012 0.003
-0.052 0.014 0.010
0.023 0.040 0.020
0.019 0.004 0.007
-0.010 0.000 0.001
-0.003 0.006 0.001
0.013 -0.012 -0.014
-0.054 -0.001 0.001
-0.084 0.079 -0.119
0.039 -0.020 0.017
-0.009 -0.001 -0.004
-0.001 -0.002 -0.003
-0.003 0.004 0.001
-0.001 -0.001 0.001
-0.006 -0.007 0.006
-0.013 -0.010 0.028
0.006 0.000 -0.001
0.000 -0.002 -0.006
-0.003 -0.006 0.001
-0.009 0.000 0.008
-0.007 -0.010 0.006
0.007 -0.019 -0.012
-0.004 -0.002 -0.003
-0.016 -0.007 -0.003
0.007 -0.012 0.000
0.002 -0.009 -0.011
0.002 0.001 0.000
-0.001 0.003 -0.002
0.004 -0.003 0.000
0.023 0.020 -0.003
-0.005 -0.001 0.009
-0.002 0.000 -0.001
0.001 0.002 0.001
0.003 0.003 -0.001
0.030 -0.011 0.016
0.003 0.003 0.001
0.001 0.001 0.000
0.002 -0.002 0.000
-0.002 0.000 0.000
0.004 0.012 -0.007
0.002 0.009 -0.005
0.001 -0.001 0.001
0.001 0.001 0.002
0.001 0.002 -0.002
-0.004 0.001 -0.006
0.112 0.015 0.112
-0.443 0.282 -0.576
-0.185 -0.584 0.480
-0.012 0.014 0.047
0.407 0.401 0.029
-0.028 0.075 0.096
0.023 0.015 0.054
-0.016 -0.019 -0.029
0.001 -0.015 0.005
0.000 -0.005 0.001
0.006 -0.008 -0.002
-0.005 0.015 -0.005
-0.001 0.004 -0.015
0.000 0.000 0.002
0.001 -0.001 0.001
0.001 0.001 0.001
-0.001 -0.001 -0.001
0.000 0.005 -0.012



> Among the records above, which one has the lowest max |F|?

C34H29As3OsS4